{
  "formula": "C2H14O5",
  "method": "ωB97M-V with the def2-TZVPD basis set",
  "orbital_gap_ev": 10.8,
  "e_above_lowest_ev": 0.743,
  "energy_ev": -12538.41442,
  "smiles": "CCO.O.O.O.O",
  "fmax_ev_per_a": 2.23,
  "e_homo_ev": -10.4,
  "elements": ["C", "C", "O", "H", "H", "H", "H", "H", "H", "O", "H", "H", "O", "H", "H", "O", "H", "H", "O", "H", "H"],
  "coordinates": [[-14.803, -8.886, -8.674], [-14.606, -9.138, -7.183], [-15.454, -10.249, -6.830], [-14.242, -9.633, -9.234], [-14.336, -7.920, -8.902], [-15.842, -8.793, -8.981], [-14.943, -8.233, -6.664], [-13.591, -9.352, -6.865], [-16.364, -10.091, -7.088], [-13.386, -12.137, -7.567], [-14.074, -11.545, -7.222], [-13.624, -12.278, -8.488], [-14.563, -10.389, -4.164], [-14.935, -10.299, -5.062], [-13.591, -10.418, -4.293], [-14.700, -13.274, -3.033], [-15.590, -13.612, -2.896], [-14.824, -12.341, -3.268], [-11.873, -10.119, -4.666], [-11.887, -9.430, -3.988], [-11.380, -9.733, -5.398]],
  "forces_ev_per_angstrom": [[1.7, 0.7, 0.2], [-2.0, 0.7, -0.8], [0.8, -0.2, 0.6], [-0.4, -0.1, -0.3], [0.0, -0.1, -0.2], [-0.1, -0.3, 0.2], [0.1, -0.2, 0.3], [0.0, -0.3, -0.2], [0.0, 0.2, -0.1], [0.0, 0.3, 0.0], [0.0, -0.4, -0.1], [0.0, 0.0, 0.1], [0.2, 0.0, 0.0], [0.1, -0.3, 0.5], [-0.7, -0.1, -0.2], [-0.1, 0.1, 0.0], [0.0, 0.0, 0.0], [0.1, 0.0, -0.1], [0.3, 0.4, 0.2], [0.1, -0.1, -0.1], [0.0, -0.2, 0.0]],
  "lowdin_charge": [-0.08, -0.28, -0.12, 0.07, 0.08, 0.08, 0.12, 0.11, 0.11, -0.06, -0.01, 0.03, -0.08, 0.00, 0.00, -0.07, 0.02, 0.00, -0.04, 0.07, 0.06]
}